i:
C3H9N3O2 | wB97M-V/def2-TZVPD

```
17
C3H9N3O2 wB97M-V/def2-TZVPD
C 1.93936 -0.32425 0.59979
C 1.55455 0.09501 -0.79968
O 2.38633 0.32840 -1.65480
N 0.22435 0.25920 -1.08758
C -0.96340 0.00122 -0.30863
N -1.22069 0.97534 0.83128
N -0.98621 -1.15587 0.49863
O -2.02052 0.13785 -1.23980
H 1.41004 -1.22294 0.91815
H 1.71996 0.47763 1.30325
H 3.00233 -0.53596 0.61601
H 0.03666 0.52070 -2.04662
H -1.67524 1.81992 0.49824
H -0.37020 1.27084 1.29612
H -0.81431 -2.01134 -0.01408
H -1.40675 -0.45396 1.38852
H -2.81625 -0.18179 -0.79880
```

Calculated values
M	119.12	Da
SMILES string	CC(=O)NC(N)(N)O

ii:
C3H9N3O2 | wB97M-V/def2-TZVPD

```
17
C3H9N3O2 wB97M-V/def2-TZVPD
N -1.47713 -1.82924 -0.12696
C -1.57257 -0.39437 -0.38728
C -0.19097 0.22698 -0.60882
O 0.27195 0.25914 -1.79298
C 0.19759 1.36009 0.30401
O -0.60849 1.71065 1.34458
N 1.30796 0.12466 0.69550
N 2.18846 -0.68501 -0.08284
H -0.93442 -1.97417 0.72582
H -0.94267 -2.25517 -0.88506
H -2.17630 -0.22325 -1.28343
H -2.18607 0.06329 0.39466
H 0.74984 2.17962 -0.15423
H -0.90876 2.62750 1.23308
H 1.05052 -0.30769 1.58289
H 3.15709 -0.43231 0.12017
H 2.07397 -0.45072 -1.07911
```

Calculated values
M	119.12	Da
SMILES string	NCC(=O)[C@@H](O)NN

Which of them is the least stable? Correct choice: ii.

i:
C3H9N3O2 | wB97M-V/def2-TZVPD

```
17
C3H9N3O2 wB97M-V/def2-TZVPD
C 2.89789 0.11882 0.52250
C 1.06894 -2.48068 -0.36111
C 0.31664 -0.36680 -1.17133
N -2.95351 2.36694 0.99003
N -0.49887 0.66898 -1.00706
N 0.45154 -1.19858 -0.12986
O 3.24422 0.23738 -0.54491
O 2.34051 0.05328 1.49724
H 2.01273 -2.59423 0.21248
H 0.44069 -3.27814 -0.07153
H 1.61523 -2.52060 -1.35788
H -3.01582 1.77318 0.16233
H -3.73978 2.40536 1.58412
H -0.91554 1.13106 -0.08366
H -0.51004 1.37677 -1.75295
H -0.02818 -0.94425 0.78129
H -2.72668 3.25151 0.73031
```

Calculated values
M	119.12	Da

ii:
C3H9N3O2 | wB97M-V/def2-TZVPD

```
17
C3H9N3O2 wB97M-V/def2-TZVPD
N 0.76684 -0.76608 1.02595
N 0.97146 0.43117 1.78562
C 1.13172 -0.37945 -0.74017
O 1.80779 0.63245 -1.03969
H 1.47479 -1.46620 1.23262
H 1.67922 1.00600 1.31964
H 0.11942 0.99603 1.74721
H 1.42249 -1.38511 -1.09770
N -0.85269 1.19923 -0.92999
C -0.98402 -0.90703 0.25277
C -0.52408 -0.22745 -0.98371
O -1.86664 -0.23599 0.99261
H -1.58132 0.71843 0.86362
H -1.64689 1.41303 -1.52615
H -0.02551 1.70288 -1.27176
H -1.10697 -1.98506 0.27333
H -0.78561 -0.74684 -1.90420
```

Calculated values
M	119.12	Da

Which of them is the least stable? Correct choice: ii.

i:
C3H11NS | wB97M-V/def2-TZVPD

```
16
C3H11NS wB97M-V/def2-TZVPD
C -0.51966 -2.33120 0.88937
C -0.66049 -1.16381 -0.29751
N -2.09162 -0.91171 -0.65521
H -1.43248 -2.38140 1.44903
H -0.15231 -3.29004 0.60794
H 0.27925 -1.98284 1.48253
H -0.11741 -0.26749 0.10963
H -0.20148 -1.66770 -1.20328
H -2.38236 -1.86729 -0.88274
H -2.22951 -0.40018 -1.47830
C 1.32632 3.20774 -0.08708
S 1.80025 1.84362 1.07187
H 1.04445 2.61771 -0.91902
H 0.34943 3.54618 0.11393
H 2.23980 3.77109 -0.41780
H 2.74780 1.27731 0.21663
```

Calculated values
M	93.19	Da
SMILES string	CCN.CS

ii:
C3H11NS | wB97M-V/def2-TZVPD

```
16
C3H11NS wB97M-V/def2-TZVPD
C -1.20811 -1.38845 -0.73978
C -0.22258 -0.54612 0.06999
C 1.21407 -0.89523 -0.29350
N -0.46669 0.89882 -0.11442
H -2.20712 -0.94955 -0.74550
H -0.84253 -1.44166 -1.76519
H -1.30229 -2.38730 -0.31477
H -0.37564 -0.72808 1.14037
H 1.34890 -0.88211 -1.38089
H 1.41013 -1.91768 0.03212
H 1.89184 -0.18825 0.18651
H -1.41052 1.20810 -0.30496
H 0.18373 1.31826 -0.76609
S 1.33294 3.03002 1.57943
H 0.41131 1.76787 1.05547
H 0.24254 3.10135 2.36123
```

Calculated values
M	93.19	Da
SMILES string	CC(C)N.S

Which of them is the least stable? Correct choice: i.

i:
C3H11NS | wB97M-V/def2-TZVPD

```
16
C3H11NS wB97M-V/def2-TZVPD
C 2.35794 0.66456 -0.08474
C 2.45406 -0.80582 0.11240
N 2.26669 -1.22322 1.53126
H 2.26862 0.73448 -1.23331
H 1.62686 1.32140 0.32853
H 3.33986 1.22514 0.28272
H 1.80712 -1.34760 -0.50108
H 3.50726 -1.08938 -0.25316
H 2.83653 -2.09660 1.56791
H 1.33717 -1.57905 1.63979
C -2.93049 1.24003 -1.21375
S -2.09381 -0.00230 -0.07212
H -3.51726 0.84274 -2.02632
H -3.75783 1.61611 -0.55695
H -2.26288 2.06053 -1.57691
H -0.84030 0.31902 -0.11956
```

Calculated values
M	93.19	Da
SMILES string	CCN.CS

ii:
C3H11NS | wB97M-V/def2-TZVPD

```
16
C3H11NS wB97M-V/def2-TZVPD
C -2.01712 -0.63370 0.51967
N -0.90107 -0.39607 -0.39691
C 0.01786 -1.53111 -0.50668
H -2.69309 0.21842 0.50699
H -2.56404 -1.54053 0.24977
H -1.62702 -0.73253 1.53158
H -1.26316 -0.16530 -1.31474
H 0.51966 -1.66542 0.44945
H 0.76577 -1.30459 -1.26256
H -0.51199 -2.44993 -0.76698
C 2.22819 1.87860 0.12916
S 0.47725 2.00523 0.65603
H 2.38818 2.44608 -0.78278
H 2.84250 2.29578 0.92136
H 2.52773 0.84352 -0.01987
H -0.18965 0.73155 0.08651
```

Calculated values
M	93.19	Da
SMILES string	CNC.CS

Which of them is the least stable? Correct choice: i.